DFT (ωB97M-V with the def2-TZVPD basis set) results for a 10-piece molecular cluster, C50H64BrClF3N5O30P2S overall at a distorted geometry.

```
! wB97M-V def2-TZVPD RIJCOSX def2/J DEFGRID3
* xyz 0 1
C 0.2755 5.5432 -2.3038
C -0.1763 4.3754 -3.3042
C 0.6058 2.9780 -3.0984
C -0.3850 1.7096 -3.1334
N 0.1650 0.4583 -2.5273
N 0.4884 0.6069 -1.1611
C -0.6957 0.5341 -0.2826
C -1.4323 1.8924 0.0407
F -0.9805 3.1448 -0.4436
C -2.7234 1.9067 0.9235
C -3.5559 3.2569 1.2527
C -4.5308 3.5575 -0.0260
C -4.9848 2.2229 -0.7979
Cl -6.4203 2.5767 -1.9354
C -3.3223 0.5901 1.5511
F -4.5117 0.6024 2.3510
C -2.5917 -0.7407 1.2383
P -3.2183 -2.4116 1.9496
C -2.8927 -2.2158 3.8337
C -5.0813 -2.5757 1.6064
C -1.3320 -0.7387 0.3325
S -0.5067 -2.3532 -0.0129
C 1.2545 -1.8538 -0.3253
C 2.3471 -2.9237 -0.0224
N 1.9026 -4.2280 0.5280
C 3.8208 -2.5464 -0.3194
C 4.9684 -3.6038 -0.0313
O 5.0904 -4.6801 -0.6831
N 6.0144 -3.3933 1.0343
C 5.3733 -2.9011 2.2670
O 4.7567 -3.7348 2.9749
F 5.3979 -1.5408 2.6763
C 4.1366 -1.1163 -0.8965
P 5.9807 -0.7867 -1.2674
N 6.5228 0.7061 -0.5038
O 6.0224 -0.6451 -3.0021
C 3.0116 -0.0400 -1.1553
Br 3.5992 1.7105 -1.8440
C 1.5037 -0.4206 -0.8610
H -0.2603 6.5094 -2.6574
H 1.3978 5.7851 -2.3568
H -0.0340 5.3965 -1.2155
H -0.0433 4.7973 -4.3758
H -1.3059 4.1255 -3.2324
H 1.0730 3.0147 -2.0564
H 1.4233 2.7933 -3.8987
H -0.5648 1.4680 -4.2594
H -1.4212 1.9768 -2.7142
H 1.0303 0.2604 -3.0708
H -2.8712 4.1407 1.4767
H -4.2746 3.0697 2.1388
H -5.5034 4.0914 0.3058
H -4.0457 4.2415 -0.8007
H -4.1647 1.7833 -1.4814
H -5.3477 1.3832 -0.1052
H -2.9078 -1.0973 4.1355
H -1.8391 -2.5849 4.1239
H -3.6978 -2.7438 4.4528
H -5.7225 -1.9042 2.2958
H -5.4238 -3.6618 1.6891
H -5.2496 -2.2124 0.5271
H 2.6910 -4.8947 0.5320
H 1.1424 -4.6194 -0.0495
H 6.6437 -2.6284 0.7007
H 6.5723 1.4200 -1.2655
H 7.5166 0.5231 -0.2546
H 5.5445 -1.4392 -3.3598
C -1.7263 -0.3145 -8.1168
C -0.9039 -1.0640 -7.1140
O -0.8887 -0.1880 -5.9950
C -1.9868 0.6105 -6.0982
O -2.3706 1.3507 -5.2348
O -2.5942 0.4617 -7.3047
H -2.2960 -0.9788 -8.7684
H -1.1247 0.3583 -8.7340
H -1.3655 -2.0101 -6.8166
H 0.1092 -1.2604 -7.4685
C 1.4407 3.3579 3.4228
C 2.3375 3.3515 2.2236
O 1.7999 4.3883 1.4138
C 1.1274 5.2338 2.2413
O 0.6952 6.3027 1.9107
O 1.0110 4.7106 3.4930
H 1.9630 3.0679 4.3359
H 0.5649 2.7146 3.2948
H 3.3731 3.5995 2.4743
H 2.3193 2.3965 1.6952
C 4.4295 -8.1369 3.6585
C 4.2833 -7.5552 2.2854
O 2.9146 -7.7848 1.9821
C 2.2567 -7.9054 3.1690
O 1.0651 -7.9387 3.2803
O 3.1297 -7.9817 4.2115
H 5.1728 -7.6093 4.2586
H 4.6805 -9.2015 3.6379
H 4.4742 -6.4777 2.2650
H 4.9303 -8.0437 1.5550
C -6.8273 2.4674 -7.6974
C -6.2690 2.0637 -6.3668
O -5.9069 0.7052 -6.5710
C -5.7125 0.5378 -7.9053
O -5.2365 -0.4459 -8.4021
O -6.1257 1.6293 -8.6061
H -6.6493 3.5200 -7.9227
H -7.8985 2.2622 -7.7822
H -5.3736 2.6317 -6.0981
H -7.0005 2.1546 -5.5624
C 1.1089 -2.5102 7.8010
C 0.9683 -1.9094 6.4352
O -0.4032 -2.1203 6.1318
C -1.0606 -2.2483 7.3179
O -2.2528 -2.2697 7.4304
O -0.1879 -2.3474 8.3578
H 1.8586 -1.9986 8.4068
H 1.3475 -3.5772 7.7667
H 1.1710 -0.8342 6.4275
H 1.6087 -2.3960 5.6976
C 6.7169 -3.1287 6.4479
C 5.8262 -4.1968 5.8904
O 6.2301 -5.3571 6.6044
C 6.7936 -4.9341 7.7700
O 7.0896 -5.6557 8.6783
O 6.9755 -3.5841 7.7687
H 6.2357 -2.1494 6.4618
H 7.6657 -3.0506 5.9086
H 4.7680 -4.0073 6.0931
H 5.9619 -4.3341 4.8179
C 5.2258 8.2876 3.0735
C 4.3443 7.2207 2.5011
O 4.7601 6.0520 3.1943
C 5.3221 6.4609 4.3655
O 5.6266 5.7261 5.2613
O 5.4916 7.8119 4.3865
H 4.7356 9.2618 3.1046
H 6.1725 8.3836 2.5335
H 3.2847 7.3971 2.7089
H 4.4791 7.1023 1.4249
C -7.2556 -1.0235 5.2087
C -6.7221 -1.4202 6.5517
O -6.3755 -2.7851 6.3684
C -6.1637 -2.9696 5.0378
O -5.6947 -3.9631 4.5594
O -6.5526 -1.8796 4.3186
H -7.0602 0.0243 4.9749
H -8.3281 -1.2153 5.1103
H -5.8232 -0.8610 6.8273
H -7.4642 -1.3108 7.3441
C -3.6612 0.7791 -11.1717
C -3.5156 0.4653 -12.6295
O -2.5038 1.3686 -13.0531
C -1.7739 1.6981 -11.9524
O -0.7437 2.3087 -11.9824
O -2.3650 1.2432 -10.8130
H -3.9378 -0.0960 -10.5817
H -4.3862 1.5763 -10.9846
H -3.1717 -0.5585 -12.8053
H -4.4400 0.6288 -13.1854
*
```

The value obtained for the HOMO-LUMO gap is 6.8 eV. For the energy above the lowest of the compared OMol25 structures with the same formula, charge and spin, the calculation gives 1235.8 kJ/mol. For the energy, the calculation gives -8889.0244 hartree. The SMILES is CCCCNN1c2c(F)c(CCCCl)c(F)c(P(C)C)c2Sc2c(N)c(C(=O)NC(=O)F)c(P(N)O)c(Br)c21.O=C1OCCO1.O=C1OCCO1.O=C1OCCO1.O=C1OCCO1.O=C1OCCO1.O=C1OCCO1.O=C1OCCO1.O=C1OCCO1.O=C1OCCO1. As for the LUMO energy: -1.087 eV. For the largest force on an atom, the calculation gives 5.4 eV Å⁻¹.

Here are the Mulliken charges for atoms 1 to 99, given in e:
1 C -0.988
2 C -0.436
3 C 0.466
4 C -0.086
5 N -0.311
6 N 1.428
7 C -0.328
8 C 0.300
9 F -0.304
10 C -0.378
11 C -0.819
12 C -0.626
13 C 0.024
14 Cl -0.246
15 C 0.535
16 F -0.373
17 C 0.093
18 P 0.210
19 C -0.644
20 C -0.913
21 C 0.231
22 S -0.566
23 C 0.240
24 C 0.424
25 N -0.504
26 C 0.283
27 C -0.581
28 O -0.486
29 N -0.208
30 C 0.588
31 O -0.390
32 F -0.253
33 C 0.795
34 P 0.098
35 N -0.528
36 O -0.539
37 C -0.233
38 Br -0.090
39 C -0.919
40 H 0.365
41 H 0.235
42 H 0.121
43 H 0.404
44 H 0.148
45 H -0.332
46 H 0.415
47 H -0.072
48 H -0.300
49 H 0.360
50 H 0.246
51 H 0.300
52 H 0.414
53 H 0.234
54 H 0.103
55 H 0.121
56 H 0.247
57 H 0.250
58 H 0.232
59 H 0.168
60 H 0.366
61 H 0.330
62 H 0.191
63 H 0.299
64 H 0.404
65 H 0.247
66 H 0.325
67 H 0.341
68 C -0.220
69 C -0.363
70 O -0.319
71 C 0.546
72 O -0.600
73 O -0.149
74 H 0.249
75 H 0.192
76 H 0.275
77 H 0.318
78 C -0.285
79 C -0.069
80 O -0.238
81 C 0.647
82 O -0.584
83 O -0.357
84 H 0.328
85 H 0.190
86 H 0.223
87 H 0.145
88 C -0.305
89 C 0.195
90 O -0.347
91 C 0.661
92 O -0.540
93 O -0.317
94 H 0.230
95 H 0.257
96 H -0.158
97 H 0.338
98 C -0.374
99 C -0.198

---

DFT (ωB97M-V with the def2-TZVPD basis set) results for a 2-piece molecular cluster, C5H12N3S overall at a distorted geometry.

```
! wB97M-V def2-TZVPD RIJCOSX def2/J DEFGRID3
* xyz 1 1
C 0.8047 1.0958 1.3946
C 1.4604 1.9824 0.5364
C -0.3102 0.2809 1.2002
C -0.9650 -0.0090 -0.0693
C -2.4172 -0.3096 -0.0816
N -0.8948 -0.2590 2.2992
N -0.2752 -0.0030 -1.1745
N 2.3474 -0.2988 -1.3480
S 2.7991 2.8663 0.9929
H 1.1716 1.1168 2.4151
H 1.0823 2.1416 -0.4667
H -2.9590 0.3309 0.6118
H -2.5882 -1.3460 0.2182
H -2.8316 -0.1891 -1.0803
H -1.6003 -0.9700 2.2301
H -0.5037 -0.0777 3.2071
H -0.7669 -0.1706 -2.0434
H 0.8160 -0.0325 -1.2109
H 2.9103 0.4625 -0.9813
H 2.6083 -0.4306 -2.3200
H 2.6082 -1.1402 -0.8450
*
```

The value obtained for the HOMO-LUMO gap (alpha / beta) is 6.6 / 6.6 eV. For the energy above the lowest of the compared OMol25 structures with the same formula, charge and spin, the calculation gives 54.4 kJ/mol. For the energy, the calculation gives -759.9131 hartree. As for the LUMO energy (alpha / beta): -5.297 / -5.296 eV. For the largest force on an atom, the calculation gives 2.3 eV Å⁻¹.

So, what does the Mulliken scheme give us? The charges, in e, come out as:
1 C -0.316
2 C -0.884
3 C 0.898
4 C 0.876
5 C -1.583
6 N -0.432
7 N -0.232
8 N -0.849
9 S -0.134
10 H 0.280
11 H 0.425
12 H 0.409
13 H 0.392
14 H 0.424
15 H 0.188
16 H 0.194
17 H 0.262
18 H 0.277
19 H 0.247
20 H 0.278
21 H 0.280

---

DFT (ωB97M-V with the def2-TZVPD basis set) results for one molecule with the formula C2H4FN3 at a distorted geometry.

```
! wB97M-V def2-TZVPD RIJCOSX def2/J DEFGRID3
* xyz 0 1
C 0.7353 0.3328 0.1071
C -0.7358 0.5106 -0.3582
N -1.3028 -0.8681 -0.4675
N -0.5342 -1.6139 0.0184
N 0.6531 -1.0573 0.3213
F -1.5032 1.3752 0.3344
H 1.4518 0.7294 -0.6420
H 0.6966 0.9317 1.0120
H -0.5682 1.1501 -1.4973
H 1.1075 -1.4906 1.1717
*
```

The value obtained for the HOMO-LUMO gap is 10.8 eV. For the energy above the lowest of the compared OMol25 structures with the same formula, charge and spin, the calculation gives 223.1 kJ/mol. For the energy, the calculation gives -342.6380 hartree. The SMILES is F[C@H]1CNN=N1. As for the LUMO energy: 0.844 eV. For the largest force on an atom, the calculation gives 6.8 eV Å⁻¹.

So, what does the Mulliken scheme give us? The charges, in e, come out as:
1 C -0.367
2 C 0.188
3 N -0.240
4 N -0.275
5 N 0.006
6 F -0.267
7 H 0.262
8 H 0.225
9 H 0.173
10 H 0.297

---

DFT (ωB97M-V with the def2-TZVPD basis set) results for a 5-piece molecular cluster, C50H71NO21P2S overall at a distorted geometry.

```
! wB97M-V def2-TZVPD RIJCOSX def2/J DEFGRID3
* xyz 0 1
C -3.2059 -9.1992 6.1589
C -4.0089 -8.1731 5.1546
C -2.8773 -7.5391 4.1126
C -3.7140 -6.7648 2.9316
C -3.2331 -5.1924 2.9278
C -2.9596 -4.7702 1.3546
C -1.3658 -4.9856 0.8952
C -0.9039 -3.5674 0.2151
C 0.7130 -3.3887 0.0067
C 1.6499 -4.4493 -0.8829
P 0.9196 -6.0206 -1.7039
O -0.3801 -5.6977 -2.5717
O 2.1208 -6.6192 -2.8603
O 0.6668 -7.2883 -0.5274
C 3.2850 -4.2049 -1.1119
C 4.0784 -2.8965 -0.4647
C 5.6762 -2.7250 -0.7897
C 6.6874 -3.2398 0.3933
O 6.2540 -4.4922 1.0486
C 5.9295 -4.0501 2.4440
O 6.1378 -4.9307 3.4337
C 3.1681 -1.8580 0.4196
C 1.5295 -2.0985 0.6541
C 0.7475 -0.9461 1.5808
O -0.1418 -1.2315 2.5383
C 1.2164 0.6232 1.2412
C 0.1203 1.8391 1.1578
N -1.3530 1.5173 1.4392
C 0.6345 3.3806 0.7615
P -0.7283 4.7132 0.6553
C -0.1065 6.3635 -0.0758
C -1.4466 4.8995 2.4146
C 2.2363 3.5870 0.4803
O 2.7600 4.9087 0.0794
C 3.0079 4.7444 -1.3914
O 4.2035 5.1774 -1.8441
C 1.9349 4.1097 -2.4554
C 1.0711 5.1318 -3.4589
C -0.0214 4.4918 -4.5320
C -0.3264 2.8676 -4.6903
C 0.5551 1.8639 -3.7393
C 1.6332 2.4978 -2.6796
C 3.3804 2.3719 0.5913
S 5.2204 2.6225 0.2967
C 2.8498 0.8702 0.9793
C 3.8309 -0.4795 1.0967
O 5.0339 -0.4671 1.6836
H -2.1462 -8.7075 6.3559
H -3.0500 -10.2223 5.6002
H -3.8470 -9.3308 7.1308
H -4.4868 -7.2353 5.7179
H -4.8184 -8.6832 4.4788
H -2.1937 -8.3941 3.6388
H -2.1376 -6.8239 4.6905
H -4.8940 -6.8731 3.0365
H -3.4148 -7.2919 1.9072
H -2.2537 -4.9773 3.5361
H -4.0748 -4.4636 3.3511
H -3.6423 -5.4826 0.7003
H -3.3422 -3.6711 1.1481
H -1.4065 -5.7904 0.0236
H -0.6706 -5.2902 1.7863
H -1.4279 -2.6851 0.7931
H -1.3809 -3.5526 -0.8792
H 2.4510 -5.7913 -3.3336
H 1.2185 -8.1111 -0.7430
H 3.8803 -4.9823 -1.7527
H 5.8633 -3.2801 -1.8297
H 5.9273 -1.5774 -0.9778
H 6.9239 -2.3752 1.1791
H 7.7401 -3.4817 -0.1122
H 5.4961 -2.9968 2.7166
H -1.3921 1.5028 2.5031
H -1.5905 0.5398 1.1627
H 0.2234 7.0771 0.7912
H -1.0410 6.8811 -0.5972
H 0.7035 6.2459 -0.9232
H -0.5483 4.9650 3.1654
H -2.1385 5.8436 2.4414
H -2.0666 3.9098 2.6580
H 1.2188 6.3039 -3.4262
H -0.6050 5.2502 -5.2058
H -1.1346 2.4757 -5.4445
H 0.3704 0.6872 -3.8214
H 2.2462 1.7654 -1.9643
H 5.7701 1.5790 -0.4717
C 3.2463 -5.4489 7.8985
C 2.2995 -5.2283 6.7303
O 0.9776 -5.6865 7.0369
C 0.2635 -4.9087 7.8878
O 0.6457 -3.8663 8.4010
O -0.9393 -5.4984 8.0958
C -1.7452 -4.8308 9.0659
H 3.2391 -6.5002 8.2034
H 4.2659 -5.1625 7.6272
H 2.9481 -4.8637 8.7720
H 2.6445 -5.8140 5.8723
H 2.2774 -4.1780 6.4160
H -1.8847 -3.7764 8.8065
H -1.2939 -4.9302 10.0555
H -2.7264 -5.3135 9.0816
C -7.5948 8.3106 1.8983
C -6.1376 8.2355 1.4734
O -5.5598 6.9700 1.8140
C -5.9385 5.9195 1.0446
O -6.7137 5.9636 0.0995
O -5.3322 4.8038 1.5192
C -5.7391 3.6054 0.8599
H -7.6938 8.0907 2.9661
H -8.0034 9.3047 1.6989
H -8.2056 7.5772 1.3659
H -5.5661 8.9976 2.0126
H -6.0141 8.4371 0.4027
H -5.5927 3.6800 -0.2225
H -6.7831 3.3879 1.0958
H -5.1203 2.7854 1.2347
C 4.8241 4.0117 -4.7004
C 4.8282 2.6494 -4.0268
O 5.5464 1.6852 -4.8052
C 6.8974 1.8022 -4.7937
O 7.5406 2.6435 -4.1818
O 7.4146 0.8431 -5.6002
C 8.8297 0.9312 -5.7614
H 4.4301 3.9338 -5.7187
H 4.2131 4.7195 -4.1339
H 5.8340 4.4213 -4.7819
H 3.7992 2.2851 -3.9461
H 5.2337 2.6987 -3.0092
H 9.3397 0.9215 -4.7928
H 9.0839 1.8319 -6.3245
H 9.1608 0.0595 -6.3328
C -5.7289 7.2553 -7.2993
C -4.2717 7.1802 -7.7242
O -3.6939 5.9147 -7.3836
C -4.0727 4.8642 -8.1531
O -4.8479 4.9083 -9.0982
O -3.4663 3.7484 -7.6785
C -3.8732 2.5501 -8.3378
H -5.8279 7.0354 -6.2315
H -6.1375 8.2494 -7.4988
H -6.3397 6.5219 -7.8317
H -3.7002 7.9423 -7.1850
H -4.1482 7.3818 -8.7949
H -3.7268 2.6247 -9.4201
H -4.9173 2.3326 -8.1019
H -3.2544 1.7300 -7.9630
*
```

The value obtained for the HOMO-LUMO gap is 5.8 eV. For the energy, the calculation gives -4662.3500 hartree. The SMILES is CCCCCCCCc1c(P(=O)(O)O)cc(CCOC=O)c2c1C(=O)c1c(N)c(P(C)C)c(OC(=O)c3ccccc3)c(S)c1C2=O.CCOC(=O)OC.CCOC(=O)OC.CCOC(=O)OC.CCOC(=O)OC. As for the LUMO energy: -2.226 eV. For the largest force on an atom, the calculation gives 9.2 eV Å⁻¹.

Here are the Mulliken charges for atoms 1 to 99, given in e:
1 C -0.836
2 C -0.426
3 C -0.380
4 C -0.532
5 C -0.446
6 C -0.929
7 C -0.178
8 C -0.346
9 C 0.064
10 C 0.068
11 P 0.862
12 O -0.638
13 O -0.569
14 O -0.522
15 C -0.653
16 C 0.323
17 C -0.606
18 C -0.375
19 O -0.318
20 C 0.276
21 O -0.520
22 C 0.460
23 C 0.050
24 C -0.472
25 O -0.538
26 C 0.352
27 C -0.624
28 N -0.341
29 C 0.644
30 P 0.248
31 C -0.733
32 C -0.820
33 C -0.225
34 O -0.386
35 C -0.078
36 O -0.527
37 C 0.986
38 C -0.406
39 C -0.509
40 C -0.285
41 C -0.523
42 C -0.244
43 C 0.250
44 S -0.081
45 C 0.278
46 C -0.196
47 O -0.515
48 H 0.181
49 H 0.273
50 H 0.286
51 H 0.232
52 H 0.293
53 H 0.249
54 H 0.099
55 H 0.335
56 H 0.219
57 H 0.241
58 H 0.292
59 H 0.404
60 H 0.392
61 H 0.141
62 H 0.317
63 H 0.167
64 H 0.338
65 H 0.342
66 H 0.334
67 H 0.413
68 H 0.431
69 H 0.118
70 H 0.314
71 H 0.297
72 H 0.283
73 H 0.344
74 H 0.243
75 H 0.325
76 H 0.320
77 H 0.085
78 H 0.356
79 H 0.316
80 H 0.176
81 H 0.339
82 H 0.324
83 H 0.304
84 H 0.301
85 H 0.307
86 H 0.124
87 C -1.112
88 C -0.124
89 O -0.332
90 C 0.697
91 O -0.566
92 O -0.256
93 C -0.664
94 H 0.291
95 H 0.355
96 H 0.314
97 H 0.287
98 H 0.290
99 H 0.296